Below is a single C16H19N3O2S molecule in a non-equilibrium geometry, with properties calculated with ωB97M-V/def2-TZVPD.

- Kohn-Sham gap: 8.2 eV
- Energy above the lowest of the compared OMol25 structures with the same formula, charge and spin: 2.4116 eV
- Calculated total energy: -36300.3969 eV

ORCA input file:
```
! RIJCOSX wB97M-V def2-TZVPD def2/J DEFGRID3
* xyz 0 1
C -5.32 2.22 -1.62
C -4.39 1.49 -2.58
H -3.60 2.15 -2.94
H -4.96 1.08 -3.42
O -3.71 0.41 -1.92
C -4.35 -0.75 -1.83
O -5.44 -0.96 -2.29
C -3.53 -1.81 -1.11
C -2.38 -2.27 -2.02
H -2.71 -2.25 -3.06
H -2.12 -3.29 -1.78
C -1.15 -1.38 -1.87
N -0.66 -1.42 -0.51
C 0.47 -0.77 -0.15
N 0.77 -0.77 1.16
N 1.84 -0.20 1.60
C 2.69 0.42 0.79
C 2.45 0.47 -0.60
C 1.32 -0.13 -1.08
H 1.09 -0.11 -2.13
H 3.14 0.98 -1.26
C 3.84 1.02 1.42
C 4.88 1.72 0.87
C 5.81 2.16 1.84
C 5.47 1.79 3.10
S 4.00 0.90 3.14
H 5.99 1.99 4.01
H 6.69 2.72 1.60
H 4.98 1.92 -0.18
C -1.59 -1.88 0.50
H -1.64 -2.98 0.50
C -2.97 -1.29 0.23
H -2.88 -0.21 0.20
H -3.65 -1.55 1.05
H -1.21 -1.55 1.47
H -0.37 -1.75 -2.55
H -1.40 -0.35 -2.16
H -4.20 -2.65 -0.94
H -5.78 3.06 -2.13
H -6.10 1.54 -1.28
H -4.76 2.58 -0.76
*
```